Entry 1:
Here is C24H72O12S12 as an isolated structure from the OMol25 dataset. Energies are from ωB97M-V with the def2-TZVPD basis set.

## Properties
- E_LUMO: -0.5 eV
- Highest occupied orbital energy: -7.16 eV
- Spin multiplicity: 1
- Electronic energy: -180597.2228 eV
- Frontier orbital gap: 6.64 eV
- Total charge: 0

CARTESIAN COORDINATES (ANGSTROEM)
C: 5.1374 1.0500 -0.3330
S: 3.5822 0.7354 -1.2557
O: 3.9586 -0.4164 -2.1983
C: 2.6841 -0.0003 0.1425
H: 5.3368 2.0784 -0.6343
H: 5.7051 0.2768 -0.8506
H: 5.2418 1.0258 0.7517
H: 1.6240 0.1223 -0.0791
H: 2.9462 0.5550 1.0430
H: 3.0564 -0.9809 0.4393
C: 0.3352 -1.4889 -1.0257
S: -0.0751 0.3336 -1.0948
O: -1.6252 0.3325 -1.0844
C: 0.1778 0.8075 0.6684
H: 1.4228 -1.5146 -0.9590
H: -0.1223 -2.0679 -1.8280
H: -0.0385 -2.0186 -0.1494
H: 0.7975 1.6936 0.8056
H: 0.7821 -0.0163 1.0482
H: -0.7575 0.8808 1.2233
C: -3.9482 2.6979 2.0100
S: -2.8071 1.2117 2.1657
O: -1.6629 1.5589 1.2407
C: -2.3475 1.2883 3.9083
H: -3.3252 3.5855 2.1210
H: -4.7639 3.0195 2.6575
H: -4.3973 2.8292 1.0255
H: -1.6017 0.5239 4.1260
H: -3.2441 0.9066 4.3967
H: -2.0865 2.3126 4.1746
C: 4.5543 -2.3037 -2.8464
S: 3.0709 -3.2776 -2.3576
O: 2.3093 -2.3591 -1.3276
C: 2.1321 -2.9403 -3.9189
H: 4.2108 -1.2707 -2.9018
H: 4.9157 -2.6164 -3.8261
H: 5.3242 -2.3080 -2.0748
H: 2.0278 -1.9133 -4.2689
H: 1.1698 -3.4420 -4.0205
H: 2.6776 -3.3806 -4.7536
C: 2.0772 6.0571 -0.3100
S: 1.5335 4.4647 -1.0956
O: 2.3586 4.3345 -2.4031
C: 1.9482 3.1792 0.1195
H: 1.9308 5.8713 0.7540
H: 1.5323 6.9601 -0.5853
H: 3.1206 6.2688 -0.5440
H: 1.6710 2.2457 -0.3704
H: 1.2988 3.2904 0.9878
H: 2.9695 3.2744 0.4880
C: -0.2705 2.2925 2.7865
S: 1.5608 2.1044 2.9835
O: 2.1785 1.6708 1.6475
C: 2.0047 3.9152 3.1080
H: -0.7894 1.3906 2.4620
H: -0.5848 3.0846 2.1067
H: -0.5873 2.4795 3.8125
H: 1.4653 4.4067 3.9177
H: 1.5886 4.3423 2.1955
H: 3.0777 3.9311 3.2989
C: -0.9930 2.4174 -0.5453
S: -1.9292 3.7643 0.2437
O: -0.8707 4.8502 0.4455
C: -2.6744 4.4063 -1.3511
H: -0.6123 2.7101 -1.5238
H: -1.6071 1.5265 -0.6769
H: -0.0084 2.3793 -0.0792
H: -1.8414 4.5795 -2.0326
H: -3.1089 5.4005 -1.2472
H: -3.2169 3.5464 -1.7440
C: -4.0835 -1.6155 2.4309
S: -2.4176 -1.3199 1.6483
O: -1.6164 -2.5849 1.8636
C: -2.9982 -1.3137 -0.1263
H: -3.9405 -2.0946 3.3994
H: -4.6435 -2.2599 1.7532
H: -4.6412 -0.6833 2.3420
H: -2.3045 -0.7952 -0.7882
H: -3.9395 -0.7642 -0.1280
H: -3.2896 -2.2961 -0.4979
C: 3.4618 -0.8856 3.0416
S: 1.6299 -1.1856 2.7934
O: 1.2803 -1.2454 1.3738
C: 1.6815 -3.0875 3.2274
H: 3.9259 -1.3220 2.1572
H: 3.8343 -1.4653 3.8862
H: 3.6109 0.1756 3.2413
H: 2.3515 -3.1679 4.0835
H: 2.2342 -3.5772 2.4257
H: 0.7143 -3.5580 3.4041
C: -2.2126 -0.3388 -4.4831
S: -1.7706 1.3395 -4.0058
O: -2.5886 2.0801 -5.0463
C: -2.7701 1.6251 -2.4843
H: -1.7648 -1.1300 -3.8818
H: -1.9150 -0.5570 -5.5088
H: -3.2877 -0.2780 -4.3142
H: -2.3007 1.2767 -1.5644
H: -3.7855 1.2338 -2.5469
H: -2.7258 2.7104 -2.3932
C: -0.0543 -5.7724 2.6308
S: 0.8749 -4.6693 1.4299
O: 1.3998 -5.4970 0.2407
C: -0.6432 -3.9504 0.6980
H: 0.5051 -6.3017 3.4021
H: -0.8863 -6.3461 2.2225
H: -0.4792 -4.9751 3.2406
H: -0.3205 -3.2684 -0.0886
H: -1.1084 -3.3878 1.5074
H: -1.3392 -4.7238 0.3731
C: -3.2224 -3.1052 -2.3060
S: -1.5429 -3.8989 -2.1513
O: -1.6621 -5.1853 -2.9423
C: -0.6428 -2.6297 -3.1858
H: -3.9795 -3.8528 -2.0692
H: -3.4572 -2.6609 -3.2732
H: -3.4164 -2.2821 -1.6183
H: 0.4060 -2.8584 -3.3751
H: -0.6886 -1.5916 -2.8566
H: -1.0703 -2.6133 -4.1883

---

Entry 2:
Here is a 8-piece molecular cluster, C24H72O32P8 overall from the OMol25 dataset. Energies are from ωB97M-V with the def2-TZVPD basis set.

## Properties
- E_LUMO: 0.5 eV
- Highest occupied orbital energy: -9.79 eV
- Spin multiplicity: 1
- Electronic energy: -165900.5192 eV
- Frontier orbital gap: 10.25 eV
- Total charge: 0

CARTESIAN COORDINATES (ANGSTROEM)
C: -3.1852 -4.0056 -0.1189
O: -2.7468 -4.4384 1.1500
P: -1.2746 -5.0234 1.3325
O: -0.2475 -4.0119 1.6287
O: -1.4981 -6.2184 2.4218
C: -2.2639 -7.3995 2.1801
O: -0.9746 -5.8970 -0.0330
C: 0.1122 -6.7849 -0.2134
H: -4.2612 -3.8518 -0.0373
H: -2.9699 -4.6389 -0.9795
H: -2.7345 -3.0280 -0.2900
H: -2.4292 -7.6364 1.1291
H: -3.2310 -7.2105 2.6460
H: -1.7962 -8.2627 2.6537
H: 0.5622 -6.9888 0.7583
H: 0.8694 -6.3453 -0.8626
H: -0.2765 -7.7267 -0.6009
C: 4.6458 3.6443 2.9596
O: 4.5917 4.9812 2.6723
P: 5.0550 5.4987 1.2151
O: 4.6746 4.6779 0.0388
O: 6.6167 5.7296 1.4955
C: 7.5442 4.6526 1.3800
O: 4.4651 6.9999 1.1340
C: 3.0820 7.2011 0.7969
H: 5.4686 3.4838 3.6563
H: 4.6324 2.9699 2.1035
H: 3.7172 3.4211 3.4851
H: 8.3742 4.8200 0.6936
H: 7.0977 3.7060 1.0755
H: 7.9017 4.6052 2.4087
H: 2.9719 8.0041 0.0681
H: 2.5750 7.4901 1.7175
H: 2.6047 6.4893 0.1235
C: -4.8687 3.2867 -2.4366
O: -5.0194 3.5885 -3.8784
P: -4.3218 2.8214 -5.1115
O: -5.0239 1.5496 -5.3161
O: -2.7787 2.6692 -4.6085
C: -2.0881 3.8843 -4.4974
O: -4.4061 3.9500 -6.2991
C: -3.9277 3.6943 -7.6272
H: -3.9549 2.6982 -2.3539
H: -5.7633 2.7649 -2.0966
H: -4.7648 4.1806 -1.8216
H: -1.4507 3.9478 -5.3794
H: -1.5032 3.9959 -3.5844
H: -2.6784 4.7933 -4.6131
H: -4.1165 2.6316 -7.7792
H: -2.8461 3.7891 -7.7242
H: -4.4601 4.3731 -8.2933
C: 2.9503 -2.5400 6.0782
O: 2.1071 -2.7172 7.1941
P: 0.4662 -2.7174 6.9553
O: -0.0284 -1.3643 6.6166
O: 0.1373 -3.8168 5.8202
C: -0.1059 -3.3880 4.5498
O: -0.1476 -3.4394 8.2988
C: 0.2750 -2.9957 9.6059
H: 2.6425 -1.7990 5.3404
H: 2.9946 -3.4742 5.5184
H: 3.8420 -2.0056 6.4061
H: -0.4149 -2.3510 4.4186
H: -0.9582 -3.9173 4.1236
H: 0.6800 -3.6168 3.8300
H: 1.2765 -3.3572 9.8391
H: -0.4424 -3.4246 10.3055
H: 0.3042 -1.9252 9.8088
C: 5.4274 -2.3158 3.9734
O: 4.1900 -2.2646 3.2812
P: 3.7934 -0.7904 2.7485
O: 3.8906 0.3517 3.6762
O: 2.3608 -0.9952 2.0767
C: 2.1780 -2.2599 1.3198
O: 4.7122 -0.5969 1.3860
C: 4.4826 0.6132 0.7268
H: 5.3406 -2.7922 4.9499
H: 6.0183 -1.3999 3.9680
H: 6.0119 -2.9740 3.3306
H: 2.3352 -3.1304 1.9567
H: 2.7398 -2.3912 0.3950
H: 1.1325 -2.3341 1.0207
H: 4.3783 0.4646 -0.3480
H: 5.4097 1.1843 0.7771
H: 3.7161 1.3179 1.0491
C: 3.9565 3.1895 -6.4781
O: 3.1106 2.0273 -6.2622
P: 1.9748 2.2346 -5.0853
O: 2.4064 3.0359 -3.9611
O: 0.7583 2.9223 -5.9125
C: 0.1151 2.2096 -6.9283
O: 1.4753 0.7486 -4.5999
C: 2.5174 -0.0530 -4.0269
H: 4.9176 2.8276 -6.1130
H: 3.6420 4.0731 -5.9228
H: 3.9462 3.4230 -7.5428
H: 0.3895 1.1632 -7.0622
H: 0.2287 2.7370 -7.8754
H: -0.9556 2.2277 -6.7245
H: 2.3133 -0.4144 -3.0190
H: 3.5058 0.4000 -3.9498
H: 2.6636 -1.0084 -4.5308
C: -1.6445 0.5439 -2.4022
O: -0.7010 1.3608 -1.7706
P: 0.0690 0.8717 -0.3963
O: 0.9934 -0.2520 -0.6772
O: 0.6376 2.2269 0.3007
C: 1.6361 2.9557 -0.4228
O: -1.1580 0.5251 0.6259
C: -1.3711 -0.8385 0.9658
H: -2.6115 1.0458 -2.4347
H: -1.7016 -0.3779 -1.8233
H: -1.1417 0.3054 -3.3394
H: 2.3720 2.3790 -0.9832
H: 2.2552 3.3643 0.3758
H: 1.4360 3.9102 -0.9096
H: -1.0918 -1.5267 0.1680
H: -2.4168 -1.0036 1.2255
H: -0.7975 -1.0166 1.8754
C: -8.3579 -0.4623 -0.3740
O: -7.0003 -0.0261 -0.6737
P: -5.7012 -0.8150 -0.2749
O: -4.4996 -0.4367 -1.0266
O: -5.6174 -0.6195 1.2928
C: -5.2948 -1.6263 2.1962
O: -6.1497 -2.3435 -0.5599
C: -6.2123 -2.7466 -1.9036
H: -8.8810 0.2256 0.2903
H: -8.4245 -1.4423 0.0985
H: -8.8793 -0.4236 -1.3304
H: -4.4542 -1.1670 2.7164
H: -5.0236 -2.5815 1.7465
H: -5.9944 -1.6856 3.0299
H: -7.0240 -3.3891 -2.2447
H: -5.2085 -3.1071 -2.1283
H: -6.4029 -1.9328 -2.6032

---

Entry 3:
Here is C24H72O36S3Y as an isolated structure from the OMol25 dataset. Energies are from ωB97M-V with the def2-TZVPD basis set.

## Properties
- E_LUMO: 4.7 eV
- Highest occupied orbital energy: -0.54 eV
- Spin multiplicity: 1
- Electronic energy: -133314.8986 eV
- Frontier orbital gap: 5.26 eV
- Total charge: -3

CARTESIAN COORDINATES (ANGSTROEM)
Y: 0.1383 0.3580 0.1052
S: -1.7992 -0.4237 -1.8049
O: -1.3857 -1.1210 -0.6307
O: -1.1631 -1.0748 -2.9928
O: -3.2358 -0.4000 -1.8981
O: -1.1570 0.8678 -1.5520
S: 1.1100 -0.1102 2.7781
O: 2.0651 -1.0259 3.3249
O: 1.6455 0.7794 1.7121
O: 0.0038 -0.6995 2.0382
O: 0.5828 0.7645 3.7713
S: 2.3280 -0.9035 -1.4266
O: 2.0721 -1.5320 -2.6916
O: 3.6720 -0.9816 -1.0314
O: 1.7590 0.4094 -1.4269
O: 1.4489 -1.4547 -0.4107
C: -2.6823 -4.2062 -0.0139
C: -2.5787 -5.7778 -0.2795
O: -2.4881 -6.0493 -1.7488
O: -1.3868 -3.6371 -0.4376
H: -2.8231 -4.0358 1.0535
H: -3.5441 -3.7395 -0.4909
H: -3.4568 -6.2346 0.1770
H: -1.6033 -5.9760 0.1648
H: -1.9913 -6.8522 -1.9223
H: -1.4961 -2.6834 -0.4218
C: -1.4930 2.8482 1.1352
C: 0.0115 3.3351 0.8844
O: 0.4880 2.7069 -0.2188
O: -1.5134 1.4530 1.4209
H: -2.1262 3.1091 0.2873
H: -1.8887 3.3094 2.0401
H: 0.7346 3.2784 1.6981
H: 0.1369 4.4005 0.6911
H: 0.7745 3.3673 -0.8540
H: -2.4385 1.2680 1.5983
C: -5.4713 -1.8225 1.7200
C: -4.2388 -0.9837 1.3502
O: -4.1373 0.2289 2.0309
O: -6.6738 -1.1736 1.3241
H: -5.5127 -1.8480 2.8089
H: -5.4359 -2.8461 1.3471
H: -4.3045 -0.9025 0.2653
H: -3.2883 -1.4810 1.5436
H: -4.9672 0.6802 1.8600
H: -6.8108 -1.2065 0.3745
C: 2.7610 2.6431 5.4491
C: 1.5350 3.6257 5.5462
O: 0.6235 3.3807 4.4679
O: 2.2387 1.3265 5.6549
H: 3.4612 2.8950 6.2456
H: 3.2828 2.6370 4.4921
H: 1.9211 4.6406 5.4512
H: 1.1172 3.5035 6.5455
H: 0.7071 2.4657 4.1897
H: 1.7332 1.0957 4.8720
C: 1.8386 4.4509 -3.5619
C: 2.7741 3.3759 -4.1105
O: 3.5208 2.8087 -3.0699
O: 0.8542 3.9248 -2.6913
H: 1.2036 4.9338 -4.3046
H: 2.4052 5.1591 -2.9572
H: 3.4992 3.9580 -4.6792
H: 2.2268 2.8146 -4.8678
H: 2.9653 2.2474 -2.5241
H: 0.1073 3.5939 -3.1955
C: -1.0592 1.5318 -5.1803
C: -1.2150 3.0330 -5.1781
O: -1.7664 3.5406 -3.9524
O: 0.0536 1.1704 -4.4141
H: -0.9481 1.1633 -6.2001
H: -1.9876 1.1644 -4.7431
H: -1.7872 3.2106 -6.0886
H: -0.2568 3.5132 -5.3761
H: -2.6607 3.1915 -3.9457
H: -0.1935 1.3518 -3.5043
C: 0.4891 -5.0744 -2.7308
C: 1.9354 -5.0483 -3.3064
O: 1.9502 -4.6434 -4.6503
O: 0.0414 -3.7490 -2.7754
H: 0.4852 -5.5589 -1.7544
H: -0.1462 -5.7994 -3.2396
H: 2.3570 -6.0534 -3.3004
H: 2.6298 -4.4798 -2.6877
H: 2.7405 -5.0859 -4.9685
H: -0.4732 -3.6407 -1.9722
C: -2.2073 -0.4765 4.8950
C: -2.6002 -1.9567 4.4523
O: -1.6476 -2.4507 3.4971
O: -0.9181 -0.5478 5.4744
H: -2.9096 -0.0491 5.6107
H: -2.0723 0.1890 4.0424
H: -3.5645 -2.0773 3.9587
H: -2.5962 -2.6386 5.3026
H: -1.4637 -1.7403 2.8781
H: -0.2956 -0.0816 4.9116
C: 3.5962 4.6117 -0.2763
C: 4.1373 3.4014 0.5200
O: 3.3239 2.9974 1.6238
O: 3.7805 5.6818 0.6112
H: 2.5709 4.5645 -0.6433
H: 4.2589 4.8583 -1.1058
H: 5.1709 3.5921 0.8090
H: 4.2099 2.5650 -0.1751
H: 2.9289 2.1447 1.4277
H: 3.0957 5.6459 1.2831
C: 4.9346 0.6314 3.3266
C: 5.2496 0.1575 1.9455
O: 4.6013 -1.1185 1.7165
O: 5.4249 -0.3867 4.2499
H: 3.8498 0.6869 3.4175
H: 5.4290 1.5667 3.5890
H: 6.3193 -0.0206 1.8353
H: 4.9719 0.8861 1.1838
H: 4.4126 -1.2350 0.7825
H: 6.1712 0.0353 4.6817
C: -5.4935 2.2952 -5.5148
C: -5.1709 1.5180 -4.2515
O: -3.9751 1.9408 -3.5327
O: -5.7217 3.6515 -5.1605
H: -6.3873 1.9227 -6.0153
H: -4.6189 2.2170 -6.1605
H: -4.9991 0.5155 -4.6432
H: -6.0201 1.3815 -3.5820
H: -3.5453 1.2284 -3.0539
H: -6.6556 3.8261 -5.2980
C: 1.8948 -5.8843 1.8240
C: 1.2015 -4.5744 1.3901
O: 2.1195 -3.5023 1.4805
O: 2.4495 -5.7399 3.1433
H: 2.6440 -6.1998 1.0978
H: 1.1908 -6.7149 1.7714
H: 0.3669 -4.4940 2.0866
H: 0.8665 -4.4855 0.3567
H: 1.9783 -2.9470 0.7103
H: 2.8704 -6.5901 3.2903

---

In order of appearance, max |F| = 12.7 3.8 7.6 eV/Å.